# 1
Entry from OMol25: an isolated ion of composition CH2ClO2S and charge -1 in a non-equilibrium geometry (the ωB97M-V functional and the def2-TZVPD basis).

Energy above the lowest of the compared OMol25 structures with the same formula, charge and spin (kcal per mole): 8.62
SMILES: C=[S@](=O)([O-])Cl

ORCA input file:
```
! RIJCOSX wB97M-V def2-TZVPD def2/J DEFGRID3
* xyz -1 1
C -1.20 -0.09 0.06
O 0.94 -0.91 -1.13
O 1.01 -1.02 1.32
S 0.45 -0.36 0.15
Cl 1.56 1.58 0.07
H -1.58 0.70 0.58
H -1.18 0.10 -1.04
*
```

Atomic partial charges in e from the natural (NBO) method, atoms 1 to 6: -1.04 -0.98 -0.95 2.07 -0.51 0.19

# 2
Entry from OMol25: a 2-piece molecular cluster, CH2ClOP overall in a non-equilibrium geometry (the ωB97M-V functional and the def2-TZVPD basis).

Energy above the lowest of the compared OMol25 structures with the same formula, charge and spin (kcal per mole): 9.21

ORCA input file:
```
! RIJCOSX wB97M-V def2-TZVPD def2/J DEFGRID3
* xyz 0 1
C 2.16 -0.29 -0.06
O 3.14 0.28 -0.06
P -0.79 0.08 -0.38
Cl -1.50 -1.48 0.54
H -0.75 0.98 0.64
H -2.25 0.43 -0.68
*
```

How positive or negative is each atom? The natural (NBO) charges in e answer that: 0.50 -0.49 0.35 -0.28 -0.05 -0.03

# 3
Entry from OMol25: one molecule with the formula CH2ClPS in a non-equilibrium geometry (the ωB97M-V functional and the def2-TZVPD basis).

Energy above the lowest of the compared OMol25 structures with the same formula, charge and spin (kcal per mole): 26.19
SMILES: C=P(=S)Cl

ORCA input file:
```
! RIJCOSX wB97M-V def2-TZVPD def2/J DEFGRID3
* xyz 0 1
C -0.06 -0.14 0.84
P -1.08 0.99 0.22
S -2.80 1.33 -0.63
Cl 0.23 2.29 -0.30
H -0.35 -1.05 1.33
H 1.06 0.24 0.76
*
```

How positive or negative is each atom? The natural (NBO) charges in e answer that: -0.97 1.08 -0.41 -0.23 0.25 0.28

# 4
Entry from OMol25: one molecule with the formula CH2ClPS in a non-equilibrium geometry (the ωB97M-V functional and the def2-TZVPD basis).

Energy above the lowest of the compared OMol25 structures with the same formula, charge and spin (kcal per mole): 64.59

ORCA input file:
```
! RIJCOSX wB97M-V def2-TZVPD def2/J DEFGRID3
* xyz 0 1
C 0.47 -0.34 -0.01
P 1.98 0.89 -0.22
S 0.20 -2.12 -0.11
Cl 3.39 -0.44 0.11
H 0.51 0.12 0.98
H -0.40 0.11 -0.63
*
```

How positive or negative is each atom? The natural (NBO) charges in e answer that: -0.97 0.59 0.12 -0.26 0.27 0.24

# 5
Entry from OMol25: CH2F13K2N5O24S11 as an isolated structure in a non-equilibrium geometry (the ωB97M-V functional and the def2-TZVPD basis).

Energy above the lowest of the compared OMol25 structures with the same formula, charge and spin (kcal per mole): 0.00

ORCA input file:
```
! RIJCOSX wB97M-V def2-TZVPD def2/J DEFGRID3
* xyz -4 1
K 19.58 4.83 -21.41
K 20.06 9.70 -17.36
N 26.61 5.14 -13.20
S 25.87 5.10 -14.67
O 24.55 4.58 -14.73
O 26.71 4.98 -15.80
F 25.59 6.70 -14.60
S 27.10 3.66 -13.11
O 28.30 3.35 -13.82
O 26.06 2.69 -13.06
F 27.71 3.70 -11.59
N 21.01 6.33 -11.42
S 19.88 5.52 -10.52
O 20.23 4.29 -9.91
O 18.51 5.68 -10.88
F 20.02 6.56 -9.28
S 21.24 5.29 -12.60
O 20.17 5.37 -13.54
O 21.86 4.06 -12.27
F 22.47 5.99 -13.34
N 24.08 11.56 -22.16
S 22.89 11.46 -21.03
O 21.77 10.67 -21.42
O 22.65 12.61 -20.23
F 23.66 10.50 -20.05
S 23.39 12.55 -23.18
O 23.33 13.95 -22.86
O 22.24 12.05 -23.87
F 24.54 12.49 -24.30
N 17.81 1.64 -19.38
S 17.39 0.23 -18.60
O 16.03 0.27 -18.17
O 18.37 -0.53 -17.94
F 17.27 -0.59 -20.00
S 18.48 2.44 -18.16
O 19.71 1.92 -17.70
O 17.62 2.99 -17.17
F 18.99 3.71 -19.04
N 24.61 1.49 -17.20
S 24.78 2.51 -18.42
O 25.07 1.97 -19.71
O 25.36 3.75 -18.02
F 23.23 2.92 -18.59
S 26.19 1.12 -17.00
O 26.98 2.02 -16.23
O 26.87 0.49 -18.09
F 25.96 -0.09 -15.96
C 21.86 5.60 -17.11
F 22.81 4.70 -17.06
F 20.66 5.01 -17.02
F 22.03 6.50 -16.13
S 21.96 6.51 -18.75
O 21.48 5.59 -19.79
O 21.09 7.69 -18.61
O 23.36 6.77 -18.85
O 23.67 6.07 -22.36
H 23.25 6.27 -21.51
H 23.32 5.21 -22.61
*
```

Atomic partial charges in e from the Mulliken method, atoms 1 to 6: 1.01 1.01 -0.43 1.11 -0.34 -0.52

# 6
Entry from OMol25: a 2-piece molecular cluster, CH2F2N2 overall in a non-equilibrium geometry (the ωB97M-V functional and the def2-TZVPD basis).

Energy above the lowest of the compared OMol25 structures with the same formula, charge and spin (kcal per mole): 92.01

ORCA input file:
```
! RIJCOSX wB97M-V def2-TZVPD def2/J DEFGRID3
* xyz 0 1
C 0.71 0.40 0.26
N 1.42 0.09 1.25
N -0.60 0.18 -0.09
F 1.40 0.66 -0.90
F -0.95 -1.85 -0.10
H -1.24 0.31 0.70
H -0.74 0.22 -1.12
*
```

Atomic partial charges in e from the natural (NBO) method, atoms 1 to 6: 0.59 -0.19 -0.67 -0.32 -0.31 0.44

# 7
Entry from OMol25: a 2-piece molecular cluster, CH2F2N2O overall in a non-equilibrium geometry (the ωB97M-V functional and the def2-TZVPD basis).

Energy above the lowest of the compared OMol25 structures with the same formula, charge and spin (kcal per mole): 48.70
SMILES: N=C=O.FNF

ORCA input file:
```
! RIJCOSX wB97M-V def2-TZVPD def2/J DEFGRID3
* xyz 0 1
C 1.38 -1.11 -0.94
N 0.91 -0.77 0.10
N -1.57 1.01 0.33
O 1.72 -1.46 -1.96
F -1.30 1.33 1.66
F -1.10 2.05 -0.48
H -1.06 0.20 0.29
H 1.01 -1.25 0.99
*
```

Atomic partial charges in e from the natural (NBO) method, atoms 1 to 6: 0.88 -0.83 0.13 -0.47 -0.25 -0.23

# 8
Entry from OMol25: a 2-piece molecular cluster, CH2F2N2O overall in a non-equilibrium geometry (the ωB97M-V functional and the def2-TZVPD basis).

Energy above the lowest of the compared OMol25 structures with the same formula, charge and spin (kcal per mole): 14.97

ORCA input file:
```
! RIJCOSX wB97M-V def2-TZVPD def2/J DEFGRID3
* xyz 0 1
C 3.72 -0.10 -0.04
N 0.08 0.70 0.00
N -0.60 0.75 1.06
O 3.69 0.19 1.09
F 3.26 -1.25 -0.61
F 4.02 0.71 -1.05
H -1.68 0.89 0.96
H -0.22 0.45 2.01
*
```

Atomic partial charges in e from the natural (NBO) method, atoms 1 to 6: 1.14 -0.22 -0.45 -0.52 -0.32 -0.30

# 9
Entry from OMol25: an isolated ion of composition CH2F3N2 and charge +1 in a non-equilibrium geometry (the ωB97M-V functional and the def2-TZVPD basis).

Energy above the lowest of the compared OMol25 structures with the same formula, charge and spin (kcal per mole): 2.51
SMILES: NC(F)=[N+](F)F

ORCA input file:
```
! RIJCOSX wB97M-V def2-TZVPD def2/J DEFGRID3
* xyz 1 1
C -0.01 -0.38 0.06
N -1.24 0.01 -0.03
N 1.03 0.43 0.30
F 0.25 -1.70 -0.05
F 2.31 -0.08 0.05
F 0.94 1.66 -0.05
H -1.49 0.94 -0.29
H -1.79 -0.89 0.01
*
```

Atomic partial charges in e from the natural (NBO) method, atoms 1 to 6: 0.83 -0.71 0.32 -0.21 -0.11 -0.08

# 10
Entry from OMol25: one molecule with the formula CH2F3NO in a non-equilibrium geometry (the ωB97M-V functional and the def2-TZVPD basis).

Energy above the lowest of the compared OMol25 structures with the same formula, charge and spin (kcal per mole): 44.68
SMILES: NOC(F)(F)F

ORCA input file:
```
! RIJCOSX wB97M-V def2-TZVPD def2/J DEFGRID3
* xyz 0 1
C 2.48 -0.28 -0.26
N 0.18 0.26 0.45
O 1.13 0.04 -0.42
F 2.98 -0.87 -1.29
F 2.45 -1.08 0.96
F 3.14 0.59 0.42
H -0.53 -0.32 0.12
H -0.33 1.16 0.44
*
```

Atomic partial charges in e from the natural (NBO) method, atoms 1 to 6: 1.18 -0.48 -0.43 -0.25 -0.40 -0.30

# 11
Entry from OMol25: a 2-piece molecular cluster, CH2F3NOS overall in a non-equilibrium geometry (the ωB97M-V functional and the def2-TZVPD basis).

Energy above the lowest of the compared OMol25 structures with the same formula, charge and spin (kcal per mole): 85.60
SMILES: N#S(=O)C(F)F.F

ORCA input file:
```
! RIJCOSX wB97M-V def2-TZVPD def2/J DEFGRID3
* xyz 0 1
C -0.68 -1.71 -0.18
N 0.77 0.86 0.36
O 1.27 -1.18 1.94
F -0.38 -1.31 -1.42
F -1.76 -1.08 0.37
F 0.87 3.09 -1.47
S 0.66 -0.50 0.80
H -0.80 -2.83 -0.11
H 0.80 2.23 -1.01
*
```

Atomic partial charges in e from the natural (NBO) method, atoms 1 to 6: 0.45 -0.87 -0.84 -0.30 -0.32 -0.59

# 12
Entry from OMol25: a 2-piece molecular cluster, CH2F3NOS overall in a non-equilibrium geometry (the ωB97M-V functional and the def2-TZVPD basis).

Energy above the lowest of the compared OMol25 structures with the same formula, charge and spin (kcal per mole): 126.08

ORCA input file:
```
! RIJCOSX wB97M-V def2-TZVPD def2/J DEFGRID3
* xyz 0 1
C 1.02 0.53 -0.04
N -1.64 -0.53 -1.58
O -0.45 -1.46 1.09
F 0.57 1.32 -1.04
F 1.66 -0.51 -0.49
F 0.19 0.63 2.40
S -0.49 -0.04 1.02
H 1.66 1.00 0.70
H -2.52 -0.94 -2.05
*
```

Atomic partial charges in e from the natural (NBO) method, atoms 1 to 6: 0.38 -0.24 -0.87 -0.32 -0.30 -0.53

# 13
Entry from OMol25: CH2F3NP2 as an isolated structure in a non-equilibrium geometry (the ωB97M-V functional and the def2-TZVPD basis).

Energy above the lowest of the compared OMol25 structures with the same formula, charge and spin (kcal per mole): 16.65

ORCA input file:
```
! RIJCOSX wB97M-V def2-TZVPD def2/J DEFGRID3
* xyz 0 1
C 1.49 -0.18 0.07
N -1.31 0.88 0.45
F -1.28 -1.62 0.91
F 0.50 2.46 0.08
F -1.05 -0.92 -1.21
P -2.13 -0.52 0.02
P 0.20 0.92 0.12
H 2.43 0.14 -0.41
H 1.16 -1.15 -0.04
*
```

Atomic partial charges in e from the natural (NBO) method, atoms 1 to 6: -1.00 -1.41 -0.60 -0.53 -0.62 1.62

# 14
Entry from OMol25: one molecule with the formula CH2F3NS in a non-equilibrium geometry (the ωB97M-V functional and the def2-TZVPD basis).

Energy above the lowest of the compared OMol25 structures with the same formula, charge and spin (kcal per mole): 161.76
SMILES: C=S(F)(F)=NF

ORCA input file:
```
! RIJCOSX wB97M-V def2-TZVPD def2/J DEFGRID3
* xyz 0 1
C 0.12 0.77 1.32
N 0.90 -1.05 -0.45
F 0.85 -2.16 -1.27
F -1.41 -0.10 -1.36
F 0.31 1.45 -1.22
S -0.06 0.13 -0.39
H -0.80 1.26 1.63
H 0.09 -0.31 1.75
*
```

Atomic partial charges in e from the natural (NBO) method, atoms 1 to 6: -0.73 -0.47 -0.18 -0.47 -0.47 1.90

# 15
Entry from OMol25: one molecule with the formula CH2F3OPS in a non-equilibrium geometry (the ωB97M-V functional and the def2-TZVPD basis).

Energy above the lowest of the compared OMol25 structures with the same formula, charge and spin (kcal per mole): 39.30
SMILES: O=S(#[PH2])C(F)(F)F

ORCA input file:
```
! RIJCOSX wB97M-V def2-TZVPD def2/J DEFGRID3
* xyz 0 1
C 3.30 0.31 0.02
O 1.84 -1.90 0.53
F 3.54 1.17 -0.97
F 4.43 -0.31 0.32
F 2.89 1.00 1.08
P 0.17 0.64 -0.26
S 2.00 -0.96 -0.57
H -0.10 0.07 0.98
H -0.69 -0.25 -0.92
*
```

Atomic partial charges in e from the natural (NBO) method, atoms 1 to 6: 0.78 -0.92 -0.32 -0.31 -0.32 0.12

# 16
Entry from OMol25: one molecule with the formula CH2F3OPS in a non-equilibrium geometry (the ωB97M-V functional and the def2-TZVPD basis).

Energy above the lowest of the compared OMol25 structures with the same formula, charge and spin (kcal per mole): 64.29

ORCA input file:
```
! RIJCOSX wB97M-V def2-TZVPD def2/J DEFGRID3
* xyz 0 1
C 1.51 -0.14 0.00
O -3.31 -0.87 -0.76
F 2.01 -0.59 -1.14
F 1.83 -1.02 0.97
F 2.09 1.02 0.31
P -0.52 0.10 0.06
S -2.66 -0.49 0.52
H -0.41 1.05 1.06
H -0.53 0.95 -1.04
*
```

Atomic partial charges in e from the natural (NBO) method, atoms 1 to 6: 0.80 -0.86 -0.32 -0.34 -0.33 0.33

# 17
Entry from OMol25: a 2-piece molecular cluster, CH2FIO2S overall in a non-equilibrium geometry (the ωB97M-V functional and the def2-TZVPD basis).

Energy above the lowest of the compared OMol25 structures with the same formula, charge and spin (kcal per mole): 44.03

ORCA input file:
```
! RIJCOSX wB97M-V def2-TZVPD def2/J DEFGRID3
* xyz 0 1
C -1.66 -0.17 1.41
O 0.70 0.60 -0.23
O 2.97 -0.20 -0.73
F -2.00 -1.36 1.03
S 1.88 0.67 -1.08
I 1.06 -0.08 -3.41
H -1.01 -0.10 2.26
H -1.94 0.64 0.75
*
```

Atomic partial charges in e from the natural (NBO) method, atoms 1 to 6: 0.07 -0.82 -0.82 -0.32 1.65 -0.03

# 18
Entry from OMol25: a 2-piece molecular cluster, CH2FIO2S overall in a non-equilibrium geometry (the ωB97M-V functional and the def2-TZVPD basis).

Energy above the lowest of the compared OMol25 structures with the same formula, charge and spin (kcal per mole): 38.32

ORCA input file:
```
! RIJCOSX wB97M-V def2-TZVPD def2/J DEFGRID3
* xyz 0 1
C 1.08 0.53 0.51
O 0.48 -2.16 0.12
O -0.40 -0.70 -1.62
F 0.56 1.77 0.58
S -0.17 -0.88 -0.22
I -5.15 0.76 -0.61
H 1.58 0.13 1.36
H 2.03 0.55 -0.13
*
```

Atomic partial charges in e from the natural (NBO) method, atoms 1 to 6: -0.11 -0.84 -0.84 -0.32 1.71 0.00

# 19
Entry from OMol25: a 2-piece molecular cluster, CH2FIS overall (the ωB97M-V functional and the def2-TZVPD basis).

Energy above the lowest of the compared OMol25 structures with the same formula, charge and spin (kcal per mole): 99.37

ORCA input file:
```
! RIJCOSX wB97M-V def2-TZVPD def2/J DEFGRID3
* xyz 0 1
C -0.49 0.13 -0.21
F -1.43 -0.18 -1.09
S 1.07 0.38 -0.95
I -1.18 1.43 1.29
H 0.29 -2.18 0.75
H 1.74 0.42 0.21
*
```

How positive or negative is each atom? The natural (NBO) charges in e answer that: 0.00 -0.34 0.06 0.15 0.00 0.15

# 20
Entry from OMol25: CH2FLiOSm as an isolated structure in a non-equilibrium geometry (the ωB97M-V functional and the def2-TZVPD basis).

Energy above the lowest of the compared OMol25 structures with the same formula, charge and spin (kcal per mole): 5.36
<S²>: 12.02

ORCA input file:
```
! RIJCOSX wB97M-V def2-TZVPD def2/J DEFGRID3
* xyz 2 7
C 1.18 -1.48 0.52
O -0.17 -0.98 0.69
Li -1.12 -2.44 1.23
Sm -0.81 1.17 0.16
F 1.19 1.76 -0.29
H 1.67 -1.43 -0.45
H 1.68 -1.82 1.44
*
```

Atomic partial charges in e from the Mulliken method, atoms 1 to 6: -0.06 -0.74 0.91 1.79 -0.60 0.33

| no. | E_tot (Ha) |
| --- | --- |
| 1 | -1048.1720 |
| 2 | -916.0570 |
| 3 | -1239.0030 |
| 4 | -1238.9418 |
| 5 | -8997.0591 |
| 6 | -348.3698 |
| 7 | -423.6430 |
| 8 | -423.6968 |
| 9 | -447.9469 |
| 10 | -468.7724 |
| 11 | -866.9475 |
| 12 | -866.8830 |
| 13 | -1076.4080 |
| 14 | -791.5734 |
| 15 | -1153.6244 |
| 16 | -1153.5846 |
| 17 | -985.3963 |
| 18 | -985.4054 |
| 19 | -834.8708 |
| 20 | -879.2653 |